Record 1
{
  "formula": "C15H28BN9O4RuS3",
  "method": "ωB97M-V/def2-TZVPD",
  "total_charge": 1,
  "s_squared": 0.76,
  "spin_multiplicity": 2,
  "de_lowest_ev": 0.000,
  "symbols": ["Ru", "C", "N", "C", "C", "N", "B", "N", "C", "C", "N", "C", "C", "S", "C", "S", "H", "H", "H", "H", "H", "H", "H", "H", "H", "H", "H", "H", "N", "N", "C", "N", "N", "N", "O", "O", "H", "H", "H", "H", "H", "C", "C", "O", "H", "H", "H", "O", "S", "C", "C", "C", "C", "H", "H", "H", "H", "H", "H", "H", "H"],
  "positions_angstrom": [[-0.0944, -0.0203, -0.3385], [2.5211, 2.9923, -2.0885], [1.4944, 3.6054, -1.2655], [1.6361, 4.7552, -0.5228], [0.4464, 4.9657, 0.0873], [-0.4179, 3.9633, -0.2871], [-1.9561, 4.0855, 0.0341], [-2.6829, 2.7283, 0.3710], [-4.0214, 2.5973, 0.0803], [-4.4480, 1.4067, 0.5597], [-3.3575, 0.8054, 1.1419], [-3.3581, -0.4969, 1.7848], [-2.2943, 1.6261, 1.0123], [-0.6809, 1.2479, 1.5340], [0.2386, 3.1405, -1.1054], [-0.3646, 1.6854, -1.8393], [3.4727, 3.4613, -1.8538], [2.2919, 3.1353, -3.1433], [2.5751, 1.9257, -1.8797], [2.5571, 5.3094, -0.4965], [0.1304, 5.7522, 0.7480], [-2.0417, 4.8169, 0.9857], [-2.5095, 4.5215, -0.9409], [-4.5529, 3.3672, -0.4486], [-5.4131, 0.9341, 0.5313], [-4.1864, -1.0757, 1.3849], [-3.4699, -0.3893, 2.8632], [-2.4252, -1.0074, 1.5617], [2.0662, -0.6634, -3.0500], [1.6031, -1.9672, -3.2042], [0.3669, -2.3314, -2.8457], [-0.0575, -3.5168, -3.2840], [-0.3057, -1.5051, -2.0223], [-1.6380, -1.7301, -1.8132], [-2.1242, -0.9132, -1.0263], [-2.2835, -2.6234, -2.3247], [2.5116, -0.3715, -3.9089], [2.6814, -0.6122, -2.2439], [2.2119, -2.6809, -3.5774], [0.4259, -3.9544, -4.0498], [-1.0029, -3.7956, -3.0747], [2.3645, 1.3849, 1.0078], [1.8234, 0.2963, 0.1127], [2.6218, -0.5461, -0.2967], [3.4436, 1.4688, 0.8784], [2.1563, 1.1006, 2.0432], [1.8668, 2.3379, 0.8503], [-0.0592, -1.8110, 0.8224], [0.7797, -1.8485, 2.1152], [-0.1629, -2.9864, 3.1768], [0.5437, -4.3469, 3.1732], [1.3515, -4.4272, 1.8804], [2.0500, -3.0797, 1.7721], [-1.1424, -3.0181, 2.6992], [-0.2651, -2.5390, 4.1635], [-0.1827, -5.1535, 3.2608], [1.2150, -4.4159, 4.0306], [0.6926, -4.5709, 1.0218], [2.0707, -5.2451, 1.8955], [2.4737, -2.8196, 0.8043], [2.8148, -2.9546, 2.5431]],
  "atomic_forces_ev_per_a": [[0.19, 0.12, 0.19], [0.00, 0.00, -0.03], [-0.04, 0.05, -0.02], [0.02, -0.02, 0.00], [-0.02, -0.02, -0.01], [-0.06, 0.02, -0.04], [0.01, -0.01, 0.05], [-0.05, 0.00, -0.06], [0.05, 0.00, 0.00], [0.00, -0.03, 0.02], [-0.04, 0.03, -0.05], [0.00, 0.00, 0.01], [0.00, 0.04, 0.02], [0.09, -0.05, -0.03], [0.03, -0.05, 0.10], [-0.02, 0.04, -0.04], [0.01, -0.01, 0.00], [0.01, -0.01, 0.00], [-0.01, 0.02, 0.01], [0.00, -0.01, 0.00], [0.00, -0.01, 0.00], [0.02, -0.01, 0.00], [-0.01, 0.01, 0.00], [0.00, 0.00, 0.00], [0.00, 0.00, 0.01], [0.00, 0.00, 0.00], [0.00, 0.01, 0.00], [-0.01, 0.00, 0.00], [0.03, -0.07, -0.04], [-0.04, 0.01, -0.03], [0.11, 0.05, 0.04], [0.01, -0.03, 0.01], [-0.13, -0.05, -0.11], [0.02, -0.08, 0.00], [-0.08, -0.03, -0.01], [0.04, 0.08, 0.02], [-0.02, 0.03, 0.01], [0.01, 0.01, 0.00], [0.01, -0.01, 0.02], [-0.01, -0.02, 0.01], [-0.01, 0.01, -0.01], [-0.03, 0.09, -0.02], [0.12, -0.22, -0.10], [-0.19, 0.10, 0.09], [-0.01, 0.00, 0.01], [0.00, -0.02, 0.02], [0.00, 0.01, 0.03], [-0.01, 0.01, -0.02], [-0.02, 0.01, -0.03], [0.00, 0.00, -0.01], [-0.01, 0.00, 0.01], [0.01, 0.01, -0.01], [0.00, -0.02, 0.01], [0.00, 0.00, 0.00], [0.00, 0.01, 0.00], [0.00, 0.00, 0.00], [0.00, 0.00, 0.00], [0.00, 0.00, 0.00], [0.00, 0.00, 0.00], [0.00, 0.01, -0.01], [0.00, 0.01, 0.00]],
  "lowdin_spin": [0.87, 0.00, 0.00, 0.00, 0.00, 0.00, 0.00, 0.00, 0.00, 0.00, 0.00, 0.00, 0.00, 0.02, 0.01, 0.09, 0.00, 0.00, 0.00, 0.00, 0.00, 0.00, 0.00, 0.00, 0.00, 0.00, 0.00, 0.00, 0.00, 0.00, 0.00, 0.00, 0.00, 0.00, 0.00, 0.00, 0.00, 0.00, 0.00, 0.00, 0.00, -0.01, -0.02, 0.00, 0.00, 0.00, 0.00, 0.02, 0.00, 0.00, 0.00, 0.00, 0.00, 0.00, 0.00, 0.00, 0.00, 0.00, 0.00, 0.00, 0.00]
}



Record 2
{
  "formula": "C15H28BrF3N4O5",
  "method": "ωB97M-V/def2-TZVPD",
  "total_charge": 0,
  "total_energy_ha": -4057.1899,
  "smiles": "CC(=O)N(C)CCCCOC(=O)N(Br)C(F)(F)F.CNC(C)=O.CNC(C)=O",
  "symbols": ["C", "C", "O", "N", "C", "C", "C", "C", "C", "O", "C", "O", "N", "Br", "C", "F", "F", "F", "H", "H", "H", "H", "H", "H", "H", "H", "H", "H", "H", "H", "H", "H", "C", "N", "C", "C", "O", "H", "H", "H", "H", "H", "H", "H", "C", "N", "C", "C", "O", "H", "H", "H", "H", "H", "H", "H"],
  "positions_angstrom": [[-0.1339, 2.9293, 2.4225], [1.1266, 2.7394, 1.6129], [1.7992, 1.7902, 1.8248], [1.5141, 3.6158, 0.5879], [1.7215, 2.9055, -0.6945], [0.6196, 4.7707, 0.4175], [-0.7354, 4.4812, -0.3245], [-1.8482, 5.3924, 0.2078], [-3.2545, 4.7597, 0.1338], [-3.2452, 3.4362, 0.7075], [-4.0283, 2.5844, 0.0657], [-4.9342, 2.8535, -0.6097], [-3.7083, 1.1732, 0.2871], [-3.4095, 0.7791, 2.0899], [-2.6652, 0.7131, -0.5608], [-1.4542, 0.9656, -0.1163], [-2.7901, 1.1576, -1.7584], [-2.7352, -0.6078, -0.6248], [-0.0608, 2.4315, 3.3814], [-0.9437, 2.4420, 1.8844], [-0.4365, 3.9635, 2.5716], [1.6000, 3.6178, -1.5063], [0.9699, 2.1236, -0.7960], [2.7317, 2.5164, -0.7627], [1.1608, 5.4790, -0.2139], [0.4377, 5.2687, 1.3646], [-0.9538, 3.4233, -0.1992], [-0.5440, 4.6396, -1.3840], [-1.6259, 5.7971, 1.1938], [-1.9166, 6.2509, -0.4641], [-3.5502, 4.7679, -0.9092], [-3.8921, 5.3904, 0.7473], [0.1949, -2.8258, 1.3360], [0.0725, -4.2593, 1.1330], [-0.7881, -4.9112, 0.3016], [-1.7450, -4.0692, -0.5122], [-0.7741, -6.1299, 0.2335], [1.2093, -2.5065, 1.0877], [0.0054, -2.5991, 2.3863], [-0.5094, -2.2761, 0.7209], [0.6773, -4.8755, 1.6542], [-2.3614, -4.7273, -1.1177], [-2.3956, -3.4884, 0.1426], [-1.1941, -3.3999, -1.1749], [2.2150, -5.6316, -1.3024], [2.9326, -4.5351, -0.6768], [4.1702, -4.0551, -0.9724], [4.9284, -4.7258, -2.0927], [4.6349, -3.1164, -0.3453], [1.2767, -5.2523, -1.7091], [1.9917, -6.3853, -0.5468], [2.7940, -6.0839, -2.1007], [2.4828, -4.0438, 0.0784], [5.8907, -4.2358, -2.2089], [5.0985, -5.7779, -1.8604], [4.3775, -4.6395, -3.0302]],
  "atomic_forces_ev_per_a": [[-0.36, 0.62, -0.07], [-0.30, 1.32, -0.04], [1.36, -2.46, 0.36], [-1.82, 0.59, -0.04], [0.39, 0.36, 0.35], [0.00, 0.07, -1.15], [0.98, 0.17, 0.87], [-0.38, -0.53, -0.81], [1.13, 1.26, 0.72], [0.63, -0.01, -0.42], [1.07, -1.18, 1.56], [-2.10, 0.78, -1.95], [-0.12, 0.99, 0.37], [0.00, -0.14, -0.03], [-0.59, -1.65, 1.48], [1.56, 0.82, 0.38], [-0.32, 1.40, -1.92], [-0.17, -1.33, 0.05], [0.31, -0.07, 0.07], [-0.09, -0.01, -0.13], [0.00, -0.04, 0.07], [-0.02, 0.08, -0.03], [0.19, -0.22, -0.22], [-0.06, -0.30, 0.11], [0.11, 0.14, 0.21], [0.13, -0.11, 0.09], [-0.28, 0.01, 0.10], [-0.33, 0.00, -0.12], [-0.02, -0.27, 0.16], [-0.02, 0.20, 0.18], [-0.41, -0.43, 0.06], [-0.50, -0.12, -0.24], [0.28, -0.31, 0.31], [-0.17, 0.10, -0.36], [-0.01, -0.24, 0.11], [0.04, -0.11, -0.01], [-0.02, 0.08, -0.07], [-0.08, 0.23, 0.02], [0.00, 0.21, -0.06], [-0.01, -0.05, -0.02], [-0.05, 0.02, 0.06], [0.06, -0.08, 0.05], [0.06, 0.13, -0.07], [-0.08, 0.12, 0.07], [-0.12, 0.29, 0.40], [0.31, -0.05, -0.25], [-0.02, 0.19, 0.19], [0.05, 0.02, -0.01], [0.03, -0.05, -0.07], [-0.04, -0.23, -0.10], [-0.13, -0.13, -0.18], [0.06, 0.06, 0.02], [-0.05, -0.03, -0.02], [-0.04, 0.06, 0.09], [-0.07, -0.03, -0.12], [0.01, -0.14, -0.01]],
  "mulliken_charge": [-0.66, 0.57, -0.56, 0.02, -0.80, -1.62, 0.59, -0.82, -0.72, -0.13, 0.58, -0.45, -0.25, -0.01, 0.83, -0.23, -0.26, -0.26, 0.43, -0.08, 0.27, 0.37, 0.16, 0.30, 0.43, 0.64, -0.35, 0.54, 0.43, 0.33, 0.43, 0.27, -0.54, -0.10, 0.77, -1.36, -0.66, 0.30, 0.31, -0.06, 0.27, 0.41, 0.39, 0.29, -0.84, 0.02, 0.81, -1.29, -0.65, 0.21, 0.29, 0.38, 0.05, 0.29, 0.35, 0.35]
}



Record 3
{
  "formula": "C15H28F6MnN6O2PS2Sb",
  "method": "ωB97M-V/def2-TZVPD",
  "total_charge": 0,
  "s_squared": 8.75,
  "total_energy_ha": -4195.8895,
  "spin_multiplicity": 6,
  "symbols": ["Mn", "C", "C", "O", "P", "S", "S", "O", "C", "C", "H", "H", "H", "H", "H", "H", "H", "H", "H", "H", "F", "Sb", "F", "F", "F", "F", "F", "N", "C", "C", "C", "C", "C", "N", "H", "H", "H", "H", "H", "H", "C", "N", "C", "N", "C", "N", "C", "N", "C", "C", "H", "H", "H", "H", "H", "H", "H", "H", "H", "H", "H", "H"],
  "positions_angstrom": [[0.3081, 0.1654, 0.6156], [4.1249, 4.7661, 1.4239], [3.9293, 3.6620, 0.4042], [2.5669, 3.5651, -0.0023], [1.4493, 2.8052, 0.8737], [-0.0001, 2.4589, -0.4743], [2.3427, 1.2537, 1.8183], [0.9947, 3.8246, 2.0174], [0.2900, 5.0305, 1.6823], [-1.1754, 4.9377, 2.0665], [5.1823, 4.9067, 1.6228], [3.6207, 4.4998, 2.3487], [3.7076, 5.6968, 1.0487], [4.2390, 2.6981, 0.8215], [4.4813, 3.8585, -0.5172], [0.3981, 5.2301, 0.6104], [0.7890, 5.8255, 2.2445], [-1.6749, 4.1624, 1.4914], [-1.6589, 5.8895, 1.8602], [-1.2749, 4.7073, 3.1249], [-1.9019, 0.0990, 0.8351], [-2.3790, 0.7019, 2.7325], [-0.5678, 1.4135, 2.5185], [-1.4030, -0.7554, 3.5529], [-2.6816, 1.4467, 4.4347], [-3.8555, -0.4800, 2.5569], [-3.1852, 2.2107, 1.9152], [3.4544, -0.8588, -0.4232], [2.7537, -0.6042, -1.5586], [3.3642, -0.7369, -2.8156], [2.6103, -0.5606, -3.9467], [1.2531, -0.2697, -3.8171], [0.7225, -0.1507, -2.5511], [1.4498, -0.3045, -1.4351], [4.4573, -0.8633, -0.4912], [3.0768, -0.4575, 0.4351], [4.4132, -0.9748, -2.8678], [3.0703, -0.6450, -4.9184], [0.6384, -0.1254, -4.6897], [-0.3290, 0.0733, -2.3948], [1.0345, -2.5044, 1.9237], [0.9576, -3.8875, 2.3498], [-0.4408, -4.2224, 2.6030], [-1.2448, -4.0723, 1.3968], [-1.1740, -2.6926, 0.9690], [0.2249, -2.2593, 0.6973], [0.7481, -3.1755, -0.3463], [0.6851, -4.5679, 0.0536], [1.4568, -4.7427, 1.2815], [-0.7036, -4.9150, 0.3454], [2.0822, -2.2669, 1.7024], [0.6736, -1.8652, 2.7386], [-0.8295, -3.5545, 3.3744], [-0.4970, -5.2535, 2.9593], [-1.6123, -2.0813, 1.7583], [-1.7591, -2.5709, 0.0510], [1.7874, -2.9180, -0.5502], [0.1616, -3.0451, -1.2580], [2.5049, -4.5019, 1.0814], [1.3771, -5.7855, 1.5991], [-0.7460, -5.9620, 0.6532], [-1.3075, -4.7809, -0.5557]],
  "atomic_forces_ev_per_a": [[0.01, -0.19, -0.50], [-0.13, -0.20, -0.18], [0.36, 0.12, 0.15], [-0.49, -0.16, 0.15], [0.25, 0.56, -0.53], [0.33, -0.10, 0.69], [-0.77, 0.06, -0.12], [0.36, -0.69, -0.16], [-0.30, 0.42, -0.13], [0.33, -0.18, -0.08], [0.17, 0.03, 0.06], [-0.02, 0.06, 0.16], [-0.01, 0.13, -0.01], [0.09, 0.11, -0.17], [0.00, -0.03, 0.10], [0.01, 0.05, 0.13], [-0.01, -0.09, -0.14], [-0.02, -0.05, -0.01], [-0.06, 0.12, 0.01], [-0.03, 0.00, 0.07], [0.09, 0.00, 1.08], [0.75, -0.34, -0.67], [-1.11, -0.25, 0.24], [-0.52, 0.49, -0.59], [-0.02, -0.26, -0.53], [0.52, 0.79, 0.20], [0.25, -0.72, 0.35], [-0.02, -0.15, 0.56], [-0.42, -0.02, -0.33], [-0.09, 0.08, 0.02], [-0.07, 0.03, 0.28], [-0.19, 0.05, -0.01], [0.17, -0.05, -0.15], [0.20, -0.16, 0.31], [0.01, 0.03, 0.02], [0.30, 0.06, -0.36], [0.18, -0.03, -0.03], [0.01, -0.02, -0.14], [-0.14, 0.01, -0.03], [0.10, 0.07, -0.10], [0.08, -0.10, 0.25], [0.28, -0.01, 0.31], [-0.03, -0.04, 0.18], [-0.29, -0.16, 0.01], [-0.46, 0.08, 0.21], [-0.08, 0.53, 0.30], [0.20, 0.14, -0.33], [0.06, -0.15, -0.17], [0.09, -0.04, -0.03], [-0.03, -0.12, -0.08], [-0.16, 0.06, 0.01], [0.01, -0.01, -0.17], [-0.02, -0.05, 0.00], [-0.04, 0.03, -0.04], [0.17, -0.02, -0.21], [0.09, 0.08, 0.12], [0.00, 0.07, -0.01], [0.01, 0.09, 0.01], [-0.04, -0.03, 0.04], [0.08, 0.05, -0.03], [-0.04, 0.02, -0.02], [0.04, -0.06, 0.00]],
  "lowdin_spin": [4.72, 0.00, 0.00, 0.00, 0.01, 0.05, 0.05, 0.00, 0.00, 0.00, 0.00, 0.00, 0.00, 0.00, 0.00, 0.00, 0.00, 0.00, 0.00, 0.00, 0.04, 0.00, 0.02, 0.00, 0.00, 0.00, 0.00, 0.00, 0.00, 0.00, 0.00, 0.00, 0.01, 0.03, 0.00, 0.00, 0.00, 0.00, 0.00, 0.00, 0.01, 0.00, 0.00, 0.00, 0.00, 0.03, 0.00, 0.00, 0.00, 0.00, 0.00, 0.00, 0.00, 0.00, 0.00, 0.00, 0.00, 0.00, 0.00, 0.00, 0.00, 0.00]
}



Record 4
{
  "formula": "C15H28F6N3O2SbW",
  "method": "ωB97M-V/def2-TZVPD",
  "total_charge": 3,
  "s_squared": 0.76,
  "spin_multiplicity": 2,
  "de_lowest_ev": 0.407,
  "symbols": ["W", "C", "C", "C", "C", "C", "C", "C", "C", "C", "H", "H", "H", "H", "H", "H", "H", "H", "H", "H", "H", "H", "N", "C", "C", "C", "C", "N", "H", "H", "H", "H", "H", "H", "H", "H", "H", "H", "H", "H", "N", "C", "C", "O", "O", "H", "H", "H", "H", "F", "Sb", "F", "F", "F", "F", "F"],
  "positions_angstrom": [[-0.0975, -0.2184, -0.3322], [3.4663, 0.6820, -0.2813], [2.0563, 1.1798, -0.2113], [1.2910, 1.4514, -1.3828], [0.2117, 2.3797, -1.3649], [-0.4635, 2.8273, -2.6126], [-0.2158, 2.8795, -0.1297], [0.2931, 2.3570, 1.0555], [-0.2838, 2.7294, 2.3776], [1.4296, 1.4612, 0.9946], [3.7148, -0.0356, 0.5011], [4.1063, 1.5539, -0.1065], [3.7496, 0.3014, -1.2634], [1.7156, 1.2147, -2.3544], [-1.5491, 2.7019, -2.5515], [-0.0641, 2.3660, -3.5141], [-0.3101, 3.9088, -2.7109], [-1.0206, 3.6062, -0.0962], [-1.3459, 2.4596, 2.4192], [-0.2507, 3.8167, 2.4953], [0.2533, 2.2886, 3.2137], [1.8981, 1.1860, 1.9308], [-0.5577, -0.6096, 1.7939], [0.4008, -0.9901, 2.9021], [1.6252, -1.7169, 2.3917], [1.3369, -2.9128, 1.4713], [2.0746, -2.8036, 0.1542], [1.5830, -1.6624, -0.7678], [-1.1303, 0.1690, 2.1322], [-1.2494, -1.3592, 1.7021], [-0.1626, -1.6022, 3.6067], [0.6823, -0.0786, 3.4262], [2.2022, -2.0263, 3.2639], [2.2755, -1.0062, 1.8681], [0.2696, -3.0673, 1.3007], [1.6780, -3.8392, 1.9353], [2.0009, -3.7227, -0.4233], [3.1325, -2.6164, 0.3345], [1.2452, -2.1515, -1.5958], [2.4226, -1.1947, -1.1018], [-0.8187, -0.3575, -2.5067], [-1.4322, -1.6649, -2.8422], [-1.7732, -2.4120, -1.5802], [-2.4207, -3.3369, -1.3449], [-1.0151, -1.7629, -0.4475], [-1.5531, 0.3536, -2.5594], [-0.1384, -0.1166, -3.2246], [-0.7516, -2.2803, -3.4342], [-2.3546, -1.5456, -3.4095], [-1.7638, 0.7924, -0.1548], [-4.0575, 0.4417, 0.1802], [-3.5051, 1.3225, 1.7329], [-5.8346, 0.0927, 0.3771], [-4.0404, 2.0572, -0.7330], [-3.6324, -0.3818, -1.4765], [-3.3224, -1.1079, 0.9530]],
  "atomic_forces_ev_per_a": [[0.00, 0.58, 0.27], [0.06, 0.07, 0.06], [0.02, -0.04, -0.56], [0.60, -0.09, -0.08], [-0.28, 0.11, 0.24], [0.01, 0.09, -0.08], [0.08, -0.17, 0.03], [0.46, -0.31, 0.14], [-0.08, 0.00, -0.10], [-0.60, 0.34, 0.11], [-0.03, -0.01, -0.01], [0.01, -0.02, -0.02], [-0.04, 0.00, -0.02], [0.06, -0.07, 0.04], [0.01, -0.01, 0.01], [-0.01, -0.01, 0.00], [0.02, -0.02, -0.01], [-0.02, -0.02, 0.01], [0.02, 0.05, 0.03], [-0.02, 0.02, -0.03], [0.00, -0.02, 0.00], [0.04, -0.01, -0.01], [0.01, -0.01, 0.11], [0.00, 0.00, -0.02], [0.03, 0.07, 0.00], [0.03, -0.06, -0.01], [-0.05, 0.00, 0.04], [0.03, -0.01, -0.05], [0.01, 0.01, -0.02], [0.02, 0.02, -0.01], [0.00, -0.01, -0.01], [-0.01, 0.01, 0.02], [-0.01, -0.05, -0.01], [-0.04, 0.00, 0.01], [0.00, 0.01, -0.01], [0.02, 0.01, 0.02], [-0.03, -0.01, 0.01], [0.01, 0.00, -0.02], [-0.02, 0.04, -0.02], [0.00, 0.01, 0.04], [0.04, -0.02, 0.10], [-0.11, -0.04, 0.06], [0.09, 0.02, 0.17], [0.00, 0.00, -0.09], [-0.14, -0.23, -0.32], [-0.02, -0.05, 0.01], [-0.01, 0.01, -0.01], [0.03, 0.02, 0.03], [0.00, 0.02, -0.02], [-0.15, -0.22, -0.01], [0.00, -0.06, -0.15], [-0.03, 0.01, 0.00], [-0.01, 0.02, 0.02], [0.01, 0.00, 0.04], [-0.01, 0.02, 0.05], [0.01, 0.02, 0.02]],
  "lowdin_spin": [0.92, 0.00, 0.00, 0.00, 0.00, 0.00, -0.01, 0.00, 0.00, -0.01, 0.00, 0.00, 0.00, 0.00, 0.00, 0.00, 0.00, 0.00, 0.00, 0.00, 0.00, 0.00, 0.00, 0.01, 0.00, 0.00, 0.01, 0.02, 0.00, 0.00, 0.00, 0.00, 0.00, 0.00, 0.00, 0.00, 0.00, 0.00, 0.00, 0.00, 0.00, 0.00, 0.00, 0.00, -0.01, 0.00, 0.00, 0.00, 0.00, 0.07, 0.00, 0.00, 0.00, 0.00, 0.00, 0.00]
}